Entry from the OMol25 dataset: a 2-piece molecular cluster, C4H7N2S overall in a non-equilibrium geometry (ωB97M-V/def2-TZVPD).

The value obtained for the energy above the lowest of the compared OMol25 structures with the same formula, charge and spin is 121.0 kcal/mol. Its total charge is +1. For the total energy, the calculation gives -18065.1452 eV.

```
14
Properties=species:S:1:pos:R:3:nbo_charge:R:1
C 0.386 1.496 0.095 0.392
C -1.339 0.089 0.372 0.235
C -0.121 -0.690 0.062 -0.235
C -0.259 -1.713 -1.067 -0.596
N 0.907 0.333 -0.144 -0.452
N -0.933 1.359 0.386 -0.585
S 0.952 1.570 3.098 0.038
H 0.897 2.445 0.023 0.266
H 0.122 -1.249 0.980 0.293
H 0.685 -2.218 -1.259 0.233
H -0.610 -1.231 -1.975 0.234
H -0.995 -2.453 -0.760 0.263
H 1.864 0.131 -0.408 0.458
H -1.556 2.130 0.597 0.455
```

Entry from the OMol25 dataset: an isolated ion of composition C4H7N2S and charge +1 in a non-equilibrium geometry (ωB97M-V/def2-TZVPD).

The value obtained for the energy above the lowest of the compared OMol25 structures with the same formula, charge and spin is 27.4 kcal/mol. Its SMILES is CS[n+]1cc[nH]c1. Its total charge is +1. For the total energy, the calculation gives -18069.2026 eV.

```
14
Properties=species:S:1:pos:R:3:nbo_charge:R:1
C 2.186 0.819 -0.012 -0.051
C 0.944 1.400 -0.055 -0.034
C 0.765 -0.783 0.306 0.221
C -2.662 -0.605 -0.199 -0.763
N 2.063 -0.485 0.114 -0.449
N -0.005 0.395 0.096 -0.431
S -1.701 0.873 0.161 0.507
H 3.094 1.434 -0.246 0.273
H 0.575 2.358 -0.223 0.254
H 0.541 -1.760 0.576 0.243
H -2.417 -1.422 0.416 0.236
H -2.489 -0.826 -1.272 0.245
H -3.740 -0.298 -0.034 0.285
H 2.844 -1.100 0.373 0.466
```

Entry from the OMol25 dataset: an isolated ion of composition C4H7N2S and charge +1 in a non-equilibrium geometry (ωB97M-V/def2-TZVPD).

Its spin multiplicity is 3. The value obtained for the energy above the lowest of the compared OMol25 structures with the same formula, charge and spin is 31.8 kcal/mol. Its total charge is +1. For the total energy, the calculation gives -18065.8069 eV.

```
14
Properties=species:S:1:pos:R:3:nbo_charge:R:1
C 0.964 0.455 -1.069 -0.142
C -0.294 0.481 -1.656 0.036
C -1.249 -0.157 0.453 0.186
C 1.178 0.249 0.335 -0.300
N -0.058 -0.188 1.066 -0.473
N -1.425 0.127 -0.832 -0.469
S 0.174 -0.816 2.706 0.292
H 1.802 0.821 -1.583 0.239
H -0.612 0.740 -2.666 0.244
H -2.255 -0.396 1.038 0.253
H 1.919 -0.512 0.567 0.270
H 1.422 1.176 0.861 0.282
H -2.250 -0.074 -1.366 0.456
H 0.684 -1.907 2.143 0.124
```

Entry from the OMol25 dataset: C4H7N2S2 as an isolated structure in a non-equilibrium geometry (ωB97M-V/def2-TZVPD).

The value obtained for the energy above the lowest of the compared OMol25 structures with the same formula, charge and spin is 107.6 kcal/mol. Its total charge is +1. For the total energy, the calculation gives -28901.1301 eV.

```
15
Properties=species:S:1:pos:R:3:nbo_charge:R:1
C 0.527 0.785 0.815 -0.013
C -1.396 -1.604 0.693 -0.614
C 1.720 1.751 -0.661 -0.165
C 0.644 -0.114 -0.252 0.192
N 1.051 1.955 0.577 -0.212
N 1.370 0.470 -1.171 -0.425
S -2.719 -1.501 1.692 0.235
S -1.777 -2.262 -0.812 0.163
H 0.079 0.496 1.809 0.261
H 1.345 2.603 -1.286 0.280
H 2.848 1.815 -0.846 0.302
H 0.293 -1.073 -0.249 0.269
H -2.209 -1.323 2.925 0.135
H 1.332 0.414 -2.211 0.470
H -3.109 -2.415 -1.024 0.122
```

Which of these has the highest energy above the lowest of the compared OMol25 structures with the same formula, charge and spin? number 1